1.
Computed, not measured: C33H44Cl2N7O8P2Tl as an isolated structure at a distorted geometry, with the ωB97M-V functional and the def2-TZVPD basis.

Summary:
energy relative to the best compared isomer or geometry (same formula, charge and spin)	3.265	eV
HOMO energy	0.031	Ha
charge	-2
lowest unoccupied orbital energy	3.60	eV

The geometry in XYZ format:
```
97
Properties=species:S:1:pos:R:3:mulliken_charge:R:1
Tl 1.32 -0.86 -0.95 1.019
C -1.34 1.48 4.48 -0.788
N -0.37 1.11 3.48 0.707
C 0.85 0.52 4.02 -1.001
P -0.22 1.89 2.02 -0.581
O 0.71 1.23 1.12 -0.754
O -1.79 2.08 1.63 0.958
P -2.64 1.31 0.45 -0.672
O -2.12 0.01 0.06 -0.392
N -2.75 2.43 -0.77 0.424
C -1.53 2.54 -1.58 -0.969
C -3.46 3.67 -0.60 -0.824
N -4.17 1.25 1.15 0.277
C -4.54 2.13 2.24 -1.001
C -4.75 -0.08 1.25 -0.997
N 0.23 3.49 2.28 0.347
C 1.43 3.97 1.59 -1.094
C -0.73 4.53 2.59 -0.820
H -1.60 0.60 5.07 0.367
H -2.24 1.86 4.00 -0.045
H -0.95 2.25 5.17 0.236
H 0.62 -0.40 4.54 0.364
H 1.36 1.21 4.71 0.247
H 1.52 0.28 3.19 0.115
H -1.01 1.59 -1.61 0.140
H -0.85 3.31 -1.18 0.189
H -1.81 2.81 -2.60 0.422
H -4.39 3.50 -0.06 0.285
H -3.70 4.07 -1.59 0.355
H -2.87 4.43 -0.06 0.132
H -4.03 3.08 2.15 0.302
H -4.30 1.69 3.22 0.282
H -5.63 2.30 2.21 0.373
H -4.37 -0.70 0.44 0.258
H -5.84 -0.01 1.16 0.342
H -4.51 -0.57 2.20 0.322
H 1.98 3.11 1.22 0.297
H 2.06 4.54 2.29 0.325
H 1.17 4.61 0.74 0.326
H -1.62 4.09 3.05 0.150
H -1.04 5.08 1.69 0.231
H -0.29 5.25 3.29 0.366
Cl 5.48 -1.14 3.40 -0.297
C 3.93 -1.93 3.46 0.551
C 3.63 -2.68 4.59 -0.727
C 2.41 -3.31 4.70 1.003
Cl 2.07 -4.25 6.15 -0.356
C 1.45 -3.21 3.68 0.181
C 0.18 -3.83 3.73 -0.922
C -0.70 -3.66 2.69 -1.020
C -0.32 -2.88 1.59 -0.332
N 0.87 -2.31 1.52 0.474
C 1.75 -2.45 2.51 -0.235
C 3.05 -1.76 2.34 -0.407
O 3.33 -1.08 1.34 -0.541
H 4.37 -2.78 5.37 0.406
H -0.08 -4.43 4.59 0.353
H -1.69 -4.12 2.72 0.438
H -0.97 -2.71 0.75 0.406
O 0.69 0.59 -3.66 -0.411
N 1.48 1.47 -4.07 -0.699
N 2.35 1.89 -3.21 1.004
O 2.48 1.52 -1.96 -0.422
C 3.25 2.87 -3.69 -0.190
C 3.09 3.50 -4.93 -0.344
C 3.98 4.49 -5.31 -0.397
C 5.05 4.85 -4.50 -0.424
C 5.21 4.20 -3.28 -0.419
C 4.32 3.22 -2.87 -0.394
H 2.26 3.21 -5.55 0.429
H 3.85 4.99 -6.27 0.328
H 5.74 5.62 -4.81 0.344
H 6.05 4.47 -2.64 0.341
H 4.41 2.71 -1.93 0.477
C 4.18 -1.85 -2.80 -1.001
C 3.21 -2.77 -2.06 0.648
O 3.42 -3.96 -1.99 -0.682
H 5.08 -2.38 -3.18 0.336
H 4.46 -1.04 -2.13 0.208
H 3.63 -1.41 -3.64 0.164
C -2.25 -1.95 -3.41 -1.337
C -1.60 -2.98 -2.52 0.466
O -0.71 -2.67 -1.76 -0.298
C -2.05 -4.38 -2.62 0.453
C -1.37 -5.35 -1.86 -0.419
C -1.71 -6.68 -1.93 -0.593
C -2.74 -7.10 -2.76 -0.337
C -3.43 -6.16 -3.52 -0.657
C -3.09 -4.82 -3.45 -0.276
H -1.79 -0.98 -3.21 0.043
H -3.33 -1.89 -3.22 0.394
H -2.10 -2.21 -4.46 0.485
H -0.56 -5.01 -1.22 0.543
H -1.16 -7.42 -1.35 0.385
H -3.01 -8.15 -2.83 0.367
H -4.23 -6.47 -4.18 0.352
H -3.63 -4.10 -4.06 0.337
```



2.
Computed, not measured: an isolated ion of composition C3H7N4 and charge +1 at a distorted geometry, with the ωB97M-V functional and the def2-TZVPD basis.

Summary:
energy relative to the best compared isomer or geometry (same formula, charge and spin)	2.202	eV
HOMO energy (alpha / beta)	-0.403 / -0.555	Ha
charge	+1
spin multiplicity	3
lowest unoccupied orbital energy (alpha / beta)	-3.60 / -7.52	eV

The geometry in XYZ format:
```
14
Properties=species:S:1:pos:R:3:mulliken_charge:R:1
C 0.58 -1.18 -0.87 0.159
C -0.77 1.01 1.59 -0.358
C -0.20 0.90 0.18 -0.505
N -0.84 -0.32 2.04 -0.048
N -0.32 -1.14 1.37 -0.333
N 0.30 -0.46 0.13 0.275
N 0.89 -0.87 -2.09 -0.314
H 0.67 -2.23 -0.50 0.367
H -0.01 1.37 2.35 0.281
H -1.65 1.68 1.55 0.302
H -1.06 1.01 -0.52 0.348
H 0.51 1.83 -0.03 0.291
H 0.98 -1.67 -2.76 0.284
H 0.90 0.08 -2.43 0.252
```



3.
Computed, not measured: a 3-piece molecular cluster, C17H14FN2O10PS overall at a distorted geometry, with the ωB97M-V functional and the def2-TZVPD basis.

Summary:
SMILES	CP(O)C1=C(S(=O)(=O)F)C(=O)OC1=O.O=[N+]([O-])c1ccccc1.O=[N+]([O-])c1ccccc1
HOMO energy	-0.350	Ha
charge	0
lowest unoccupied orbital energy	-2.12	eV

The geometry in XYZ format:
```
46
Properties=species:S:1:pos:R:3:mulliken_charge:R:1
C -2.73 -3.09 1.69 -1.042
P -2.54 -2.15 0.10 0.302
O -4.06 -2.25 -0.61 -0.547
C -1.40 -3.07 -1.08 0.263
C -0.28 -2.54 -1.58 0.133
S 0.31 -0.87 -1.18 1.377
O 1.70 -0.72 -1.50 -0.605
O -0.46 0.11 -1.88 -0.471
F 0.19 -0.62 0.41 -0.185
C 0.42 -3.52 -2.57 0.160
O 1.42 -3.38 -3.11 -0.372
O -0.42 -4.62 -2.61 -0.302
C -1.49 -4.48 -1.73 0.402
O -2.32 -5.25 -1.55 -0.397
H -1.86 -3.72 1.96 0.334
H -3.68 -3.66 1.67 0.304
H -2.82 -2.31 2.48 0.336
H -4.01 -1.81 -1.48 0.317
C -0.12 5.09 -1.95 -0.444
C -0.36 3.76 -2.27 -0.402
C -1.65 3.35 -2.58 -0.444
C -2.68 4.27 -2.57 0.106
C -2.46 5.60 -2.24 -0.392
C -1.17 6.01 -1.93 -0.373
N -4.04 3.83 -2.92 1.017
O -4.21 2.65 -3.18 -0.610
O -4.92 4.67 -2.93 -0.603
H 0.88 5.42 -1.71 0.374
H 0.45 3.05 -2.28 0.423
H -1.83 2.31 -2.82 0.551
H -3.27 6.32 -2.23 0.435
H -0.98 7.05 -1.68 0.371
C 3.99 0.34 2.10 -0.660
C 4.32 0.43 3.45 -0.329
C 4.03 -0.62 4.31 -0.414
C 3.41 -1.75 3.81 0.124
C 3.08 -1.85 2.47 -0.528
C 3.37 -0.80 1.61 -0.219
N 3.13 -2.88 4.71 1.012
O 3.42 -2.75 5.89 -0.600
O 2.61 -3.87 4.23 -0.608
H 4.23 1.16 1.43 0.392
H 4.81 1.32 3.83 0.378
H 4.29 -0.54 5.36 0.442
H 2.59 -2.74 2.08 0.487
H 3.11 -0.87 0.56 0.512
```



4.
Computed, not measured: one molecule with the formula C6H6S2 at a distorted geometry, with the ωB97M-V functional and the def2-TZVPD basis.

Summary:
energy relative to the best compared isomer or geometry (same formula, charge and spin)	4.155	eV
HOMO energy (alpha / beta)	-0.279 / -0.253	Ha
charge	0
lowest unoccupied orbital energy (alpha / beta)	-0.32 / -0.84	eV

The geometry in XYZ format:
```
14
Properties=species:S:1:pos:R:3:mulliken_charge:R:1
C -0.43 -0.61 0.05 -0.875
C -0.45 0.76 0.26 1.538
C -1.52 1.57 0.04 -0.426
C -2.87 -0.72 0.06 -0.130
C -1.64 -1.37 -0.52 -0.236
C 0.79 1.53 0.67 -1.301
S -2.61 2.59 -0.41 -0.326
S -4.43 -1.08 0.23 -0.205
H 0.34 -1.10 0.50 0.455
H -1.55 -1.11 -1.51 0.246
H -1.63 -2.43 -0.26 0.344
H 0.63 2.52 1.14 0.353
H 1.35 1.59 -0.36 0.273
H 1.63 1.00 1.36 0.291
```



5.
Computed, not measured: C9H13N3O3 as an isolated structure at a distorted geometry, with the ωB97M-V functional and the def2-TZVPD basis.

Summary:
energy relative to the best compared isomer or geometry (same formula, charge and spin)	10.200	eV
HOMO energy	-0.311	Ha
charge	0
lowest unoccupied orbital energy	-0.34	eV

The geometry in XYZ format:
```
28
Properties=species:S:1:pos:R:3:mulliken_charge:R:1
C -3.64 -1.40 -1.30 -1.423
C -3.18 -0.77 -0.07 0.074
H -4.01 -0.07 0.30 0.258
H -3.01 -1.54 0.66 0.273
O -2.18 -0.08 -0.41 -0.197
C -1.84 0.66 0.88 0.319
O -2.48 0.68 2.03 -0.592
C -0.54 1.55 0.39 -0.368
C 0.64 0.67 0.30 0.309
C 1.93 1.06 -0.08 0.323
N 2.94 0.54 -0.16 -0.393
C 2.83 -0.80 0.11 0.231
N 1.81 -1.63 0.58 -0.171
C 0.61 -0.64 0.87 0.461
O -0.40 -1.31 1.15 -0.695
H 1.69 -2.44 1.13 0.321
N 4.08 -1.83 0.23 -0.543
H 3.93 -2.72 0.31 0.205
H 4.94 -1.18 -0.37 0.327
C 2.04 2.57 -0.41 -1.037
H 1.37 2.74 -1.46 0.241
H 1.70 3.31 0.44 0.260
H 3.09 2.79 -0.77 0.356
H -0.43 2.31 1.49 0.232
H -0.67 2.23 -0.67 0.233
H -3.85 -0.62 -2.14 0.250
H -2.84 -2.17 -1.76 0.217
H -4.51 -1.90 -1.29 0.528
```



6.
Computed, not measured: a 4-piece molecular cluster, C18H29F9O9SSi overall at a distorted geometry, with the ωB97M-V functional and the def2-TZVPD basis.

Summary:
SMILES	FC(F)(CCCC[SiH3])C(F)(F)S(F)(F)(F)(F)F.C[C@@H]1COC(=O)O1.C[C@@H]1COC(=O)O1.C[C@@H]1COC(=O)O1
HOMO energy	-0.383	Ha
charge	0
lowest unoccupied orbital energy	0.53	eV

The geometry in XYZ format:
```
67
Properties=species:S:1:pos:R:3:mulliken_charge:R:1
F 0.13 2.47 -1.40 -0.306
C 0.26 3.55 -0.58 0.950
F 0.96 4.47 -1.28 -0.303
C -1.11 4.09 -0.18 -1.056
C -2.23 3.06 -0.26 -0.137
C -3.57 3.69 0.12 -1.220
C -3.69 3.98 1.64 -0.799
Si -3.65 5.85 2.01 0.459
C 1.11 3.01 0.62 0.487
F 0.24 2.41 1.49 -0.271
F 1.99 2.07 0.18 -0.335
S 2.10 4.33 1.55 1.412
F 1.28 4.13 2.90 -0.301
F 3.14 3.23 2.04 -0.317
F 2.95 4.57 0.24 -0.287
F 1.07 5.44 1.11 -0.307
F 2.95 5.45 2.27 -0.290
H -1.32 4.91 -0.85 0.512
H -1.07 4.51 0.82 0.223
H -2.03 2.26 0.44 0.092
H -2.33 2.66 -1.25 0.497
H -3.75 4.58 -0.48 0.495
H -4.33 2.97 -0.15 0.424
H -4.67 3.64 1.96 0.484
H -2.95 3.44 2.21 0.351
H -2.76 6.11 3.16 -0.139
H -3.17 6.57 0.81 -0.135
H -5.02 6.31 2.30 -0.183
C 1.05 -1.64 -1.61 -1.477
C -0.03 -1.86 -0.59 0.939
C -1.27 -2.54 -1.11 -0.540
O -2.29 -2.01 -0.24 -0.408
C -1.87 -0.81 0.21 0.401
O -2.55 -0.04 0.81 -0.518
O -0.58 -0.61 -0.11 0.050
H 1.90 -1.13 -1.17 0.369
H 1.38 -2.59 -2.03 0.176
H 0.69 -1.01 -2.43 0.397
H 0.36 -2.39 0.28 0.048
H -1.24 -3.62 -1.05 0.324
H -1.51 -2.24 -2.14 0.349
C -2.16 -3.03 5.42 -1.481
C -0.94 -2.78 4.57 0.522
C -1.23 -2.30 3.17 -0.551
O -0.09 -2.80 2.44 -0.177
C 0.36 -3.90 3.10 0.513
O 1.17 -4.65 2.66 -0.543
O -0.24 -4.01 4.30 -0.374
H -1.88 -3.38 6.41 0.371
H -2.73 -2.11 5.54 0.374
H -2.80 -3.79 4.97 0.370
H -0.25 -2.11 5.08 0.294
H -1.28 -1.21 3.08 0.352
H -2.13 -2.73 2.74 0.228
C 4.83 -4.18 -6.26 -1.457
C 3.97 -3.61 -5.16 0.517
C 4.16 -4.24 -3.80 -0.494
O 2.87 -4.05 -3.19 -0.327
C 1.96 -3.99 -4.19 0.655
O 0.78 -4.02 -4.04 -0.517
O 2.57 -3.88 -5.39 -0.351
H 4.62 -3.68 -7.20 0.358
H 5.88 -4.04 -6.02 0.377
H 4.62 -5.24 -6.39 0.355
H 4.09 -2.52 -5.10 0.260
H 4.93 -3.75 -3.20 0.319
H 4.37 -5.31 -3.86 0.298
```



7.
Computed, not measured: a 5-piece molecular cluster, C44H96N5O3 overall at a distorted geometry, with the ωB97M-V functional and the def2-TZVPD basis.

Summary:
energy relative to the best compared isomer or geometry (same formula, charge and spin)	2.326	eV
HOMO energy	-0.538	Ha
charge	+3
lowest unoccupied orbital energy	-5.61	eV

The geometry in XYZ format:
```
148
Properties=species:S:1:pos:R:3:mulliken_charge:R:1
N 1.41 0.94 0.22 0.578
O 0.41 1.64 0.48 -0.225
O 1.37 0.02 -0.64 -0.627
O 2.49 1.16 0.81 -0.686
C 1.41 -8.45 -1.71 -1.308
C 2.16 -7.84 -0.53 -0.434
C 1.27 -7.01 0.39 0.118
C 1.82 -6.53 1.75 -1.099
N 0.71 -6.05 2.68 0.315
C 1.29 -5.64 4.01 -0.574
C 0.23 -5.91 5.07 -0.502
C -0.76 -6.86 4.44 -0.846
C -0.22 -7.19 3.04 -0.784
C -0.10 -4.90 2.05 -1.381
C 0.68 -3.83 1.32 1.441
C -0.39 -2.87 0.77 -1.686
H 0.68 -9.18 -1.37 0.402
H 2.14 -8.89 -2.39 0.402
H 0.96 -7.66 -2.32 0.266
H 2.98 -7.20 -0.86 0.293
H 2.69 -8.55 0.11 0.434
H 0.29 -7.45 0.56 0.350
H 1.15 -6.07 -0.16 -0.248
H 2.52 -5.70 1.75 0.484
H 2.25 -7.41 2.25 0.653
H 1.61 -4.60 3.95 0.268
H 2.10 -6.34 4.20 0.532
H -0.31 -5.01 5.37 0.201
H 0.75 -6.32 5.93 0.421
H -1.68 -6.28 4.26 0.300
H -1.18 -7.73 4.94 0.486
H -0.94 -7.42 2.26 0.509
H 0.44 -8.05 3.20 0.452
H -0.64 -4.46 2.88 0.600
H -0.84 -5.39 1.41 0.307
H 1.42 -4.11 0.57 -0.583
H 1.37 -3.39 2.06 0.268
H 0.03 -1.89 0.51 -0.002
H -1.32 -2.78 1.35 0.543
H -0.82 -3.25 -0.16 0.510
C 1.15 5.43 1.37 -0.964
C 1.60 4.27 2.25 -0.678
C 0.54 3.62 3.11 0.077
C 1.15 2.48 3.87 -1.287
N 0.13 1.64 4.65 0.397
C -0.78 0.89 3.68 -1.210
C 0.01 -0.31 3.24 0.303
C 0.85 -0.71 4.45 -0.685
C 0.87 0.50 5.37 -0.856
C -0.77 2.49 5.53 -0.985
C -0.03 3.25 6.61 -0.244
C -1.00 3.68 7.71 -1.431
H 0.89 6.32 1.96 0.499
H 0.29 5.22 0.74 -0.311
H 2.05 5.68 0.81 0.488
H 2.34 4.65 2.96 0.499
H 2.11 3.53 1.62 0.216
H -0.33 3.38 2.49 -0.154
H 0.16 4.45 3.73 0.500
H 1.77 2.85 4.68 0.533
H 1.70 1.81 3.21 0.617
H -1.52 0.44 4.36 0.542
H -1.31 1.58 3.03 0.628
H -0.56 -1.11 2.79 0.393
H 0.73 -0.19 2.42 -0.275
H 0.40 -1.54 5.00 0.224
H 1.83 -1.06 4.12 0.391
H 0.39 0.31 6.33 0.510
H 1.88 0.86 5.54 0.297
H -1.46 1.80 6.01 0.545
H -1.32 3.10 4.82 0.575
H 0.46 4.14 6.21 0.262
H 0.77 2.59 6.95 0.399
H -1.69 2.90 8.07 0.347
H -1.75 4.37 7.32 0.379
H -0.50 4.09 8.58 0.380
C -0.25 9.01 -2.10 -1.318
C -1.21 8.13 -1.29 -0.397
C -1.68 6.90 -2.11 -0.480
C -2.02 5.75 -1.17 -0.817
N -2.09 4.39 -1.83 0.650
C -2.51 3.33 -0.86 -0.912
C -2.07 2.03 -1.51 -0.917
C -0.88 2.42 -2.37 0.852
C -0.66 3.94 -2.27 -1.459
C -2.96 4.46 -3.07 -0.728
C -4.41 4.91 -2.79 -0.483
C -5.34 5.10 -3.98 -1.472
H 0.23 9.77 -1.49 0.387
H -0.83 9.47 -2.90 0.333
H 0.53 8.42 -2.61 0.357
H -2.12 8.70 -1.12 0.309
H -0.80 7.88 -0.31 0.343
H -0.86 6.69 -2.80 0.385
H -2.55 7.18 -2.71 0.310
H -3.01 5.93 -0.74 0.659
H -1.33 5.66 -0.34 -0.168
H -3.58 3.42 -0.67 0.598
H -1.98 3.58 0.06 0.143
H -2.81 1.65 -2.23 0.636
H -1.85 1.21 -0.84 0.392
H -1.05 2.16 -3.42 0.330
H 0.05 1.94 -2.06 -0.471
H -0.55 4.50 -3.19 0.649
H 0.11 4.17 -1.52 0.302
H -2.98 3.42 -3.39 0.492
H -2.51 5.07 -3.86 0.580
H -4.50 5.71 -2.06 0.386
H -4.79 4.00 -2.31 0.221
H -5.62 4.15 -4.44 0.358
H -4.99 5.78 -4.75 0.358
H -6.31 5.43 -3.62 0.400
C 2.27 1.98 -5.17 -1.124
C 3.11 0.98 -4.38 -0.980
C 2.29 -0.12 -3.70 1.125
C 1.65 -1.09 -4.68 -1.074
N 0.58 -1.94 -4.04 0.526
C -0.59 -1.10 -3.59 -0.227
C -1.87 -1.94 -3.81 -0.764
C -1.40 -3.17 -4.57 -0.941
C -0.01 -2.89 -5.07 -0.592
C 1.11 -2.74 -2.87 -0.327
C 2.38 -3.55 -3.14 -1.334
C 2.53 -4.70 -2.15 -1.171
H 2.22 1.65 -6.20 0.374
H 2.63 3.01 -5.10 0.401
H 1.25 2.23 -4.82 0.144
H 3.72 1.39 -3.57 0.432
H 3.88 0.61 -5.05 0.401
H 1.37 0.23 -3.21 -0.718
H 2.80 -0.62 -2.87 0.384
H 2.41 -1.80 -5.02 0.476
H 1.31 -0.64 -5.61 0.448
H -0.52 -0.71 -2.57 0.007
H -0.55 -0.29 -4.32 0.399
H -2.42 -2.23 -2.93 0.414
H -2.47 -1.30 -4.45 0.390
H -1.43 -4.06 -3.93 0.246
H -2.09 -3.42 -5.38 0.522
H 0.65 -3.68 -5.42 0.462
H -0.07 -2.29 -5.98 0.564
H 0.25 -3.33 -2.55 0.426
H 1.32 -2.03 -2.07 0.270
H 3.24 -2.87 -3.19 0.435
H 2.46 -3.86 -4.18 0.573
H 1.63 -5.31 -2.23 0.258
H 2.64 -4.26 -1.16 0.298
H 3.37 -5.34 -2.40 0.398
```



8.
Computed, not measured: a 2-piece molecular cluster, C3H8NO overall at a distorted geometry, with the ωB97M-V functional and the def2-TZVPD basis.

Summary:
energy relative to the best compared isomer or geometry (same formula, charge and spin)	2.257	eV
HOMO energy	-0.453	Ha
charge	+1
lowest unoccupied orbital energy	-6.41	eV

The geometry in XYZ format:
```
13
Properties=species:S:1:pos:R:3:mulliken_charge:R:1
C 2.78 -0.14 -0.93 -0.048
N 2.41 -0.60 0.21 -0.110
H 2.13 -0.11 -1.80 0.288
H 3.75 0.33 -1.03 0.279
H 1.80 -1.42 0.20 0.294
H 2.72 -0.16 1.06 0.291
C -2.94 0.46 0.80 -0.813
C -1.99 0.62 -0.10 0.166
O -0.80 -0.07 -0.13 -0.451
H -3.92 0.86 0.58 0.255
H -2.92 -0.37 1.49 0.270
H -2.06 1.41 -0.84 0.316
H -0.95 -0.80 0.50 0.262
```